ORCA calculation (wB97M-V/def2-TZVPD) on 2 unconnected molecules or ions with the total composition C3H5N3O.

Total energy   -9706.3423 eV
Total charge   0
Orbital gap   9.3 eV
HOMO   -9.11 eV
ΔE to the lowest compared entry with this formula, charge and spin   409.2 kJ/mol
LUMO level   0.227 eV

Atoms and positions in Å:
1 O 1.64419 -0.58283 -0.61923
2 N 0.40675 -2.22812 1.41484
3 N -0.55436 1.37865 -0.70799
4 N -1.63800 -0.86421 0.94477
5 C -0.55823 -1.61980 1.18489
6 C 0.71710 1.48851 -0.78196
7 C 1.57690 0.56424 -0.01190
8 H -1.02238 2.16520 -1.15606
9 H -2.44889 -1.37964 0.63330
10 H 1.23140 2.33365 -1.25746
11 H -1.42592 -0.02946 0.37920
12 H 2.07144 -1.22618 -0.02241


ORCA calculation (wB97M-V/def2-TZVPD) on 2 unconnected molecules or ions with the total composition C5H8ClI.

Total energy   -25933.4768 eV
Total charge   0
Orbital gap (spin up / spin down)   8.8 / 5.1 eV
HOMO (spin up / spin down)   -9.37 / -7.81 eV
ΔE to the lowest compared entry with this formula, charge and spin   305.3 kJ/mol
LUMO level (spin up / spin down)   -0.569 / -2.678 eV

Atoms and positions in Å:
1 I -4.09690 -0.93434 -0.48991
2 Cl -1.57914 2.37408 -0.18742
3 C 1.40060 0.84094 -0.45229
4 C 0.14878 0.01862 -0.00486
5 C 0.15429 -1.37697 -0.65770
6 C -1.00189 0.85379 0.20858
7 C -0.37807 0.22137 1.41438
8 H 1.20244 -1.69155 -0.55220
9 H -0.03833 -1.24739 -1.70403
10 H -0.54664 -0.78726 1.79090
11 H -0.48098 -2.14086 -0.24099
12 H 0.06217 1.03755 2.22085
13 H 1.41105 0.93085 -1.54164
14 H 1.53578 1.81981 0.18001
15 H 2.20686 0.08136 0.01633